#P
{"formula": "C2H6N3S2", "method": "ωB97M-V with the def2-TZVPD basis set", "symbols": ["N", "C", "N", "N", "C", "S", "S", "H", "H", "H", "H", "H", "H"], "xyz": [[0.16, 1.06, -0.78], [-0.73, -0.18, -0.65], [-0.75, -0.98, 0.98], [-0.22, -2.21, 0.64], [-0.24, -2.71, -0.62], [0.26, -4.29, -0.87], [-0.34, -1.42, -1.78], [-0.32, 1.96, -0.56], [0.51, 0.96, -1.67], [0.89, 0.93, -0.12], [-1.81, 0.24, -0.64], [-0.16, -0.37, 1.65], [0.03, -2.77, 1.43]], "total_charge": 1, "homo_ha": -0.4456, "lumo_energy_ev": -4.29, "smiles": "[NH3+][C@@H]1NNC(=S)S1"}

=====

#Q
{"formula": "C2H6N3S2", "method": "ωB97M-V with the def2-TZVPD basis set", "symbols": ["C", "C", "N", "N", "N", "S", "S", "H", "H", "H", "H", "H", "H"], "xyz": [[-2.37, 0.36, 0.48], [-1.01, -2.74, -0.66], [-1.36, -0.60, 0.25], [-1.37, -1.79, -0.13], [0.81, 0.73, 0.01], [-4.09, -0.01, 0.11], [-2.94, 1.31, -0.93], [-2.35, 0.98, 1.31], [1.17, 0.73, 0.97], [1.00, 1.53, -0.58], [-0.23, 0.20, 0.30], [1.28, -0.08, -0.38], [-0.89, -3.71, -0.97]], "total_charge": 1, "homo_ha": -0.4308, "lumo_energy_ev": -3.96}

=====

Which one sits at the bottom of the stability order? #Q does.